(1)
C14H15O3S | the ωB97M-V functional and the def2-TZVPD basis

The geometry in XYZ format:
```
33
Properties=species:S:1:pos:R:3:forces:R:3
C 1.94490 -3.65323 1.73309 0.043 0.505 0.052
C 1.82650 -2.21461 1.27945 -0.332 -0.493 0.090
C 2.96476 -1.48730 0.97647 0.042 0.706 -0.160
C 2.87836 -0.14678 0.59815 -0.357 -0.565 0.209
C 1.63184 0.45005 0.51519 0.581 0.488 -0.111
C 0.49268 -0.25836 0.80771 -0.301 -0.280 -0.001
C 0.56713 -1.59215 1.20123 0.437 0.197 -0.351
C -0.69821 -2.31376 1.55659 1.045 0.460 0.381
S -1.37075 -3.37861 0.28218 -1.019 -0.302 0.293
O -1.17274 -2.60472 -1.10202 0.240 0.066 0.283
H 1.50009 -4.35598 1.03026 -0.068 -0.132 -0.037
H 2.98540 -3.93565 1.84102 0.120 -0.049 -0.002
H 1.47628 -3.76227 2.70950 -0.058 -0.247 0.090
H 3.94414 -1.93232 1.05288 0.046 -0.244 0.041
H 3.76672 0.42475 0.39259 0.165 0.052 -0.062
H 1.55955 1.49175 0.24487 -0.035 0.156 -0.042
H -0.45220 0.26360 0.72461 -0.207 -0.123 0.130
H -0.54471 -2.93162 2.44137 -0.240 -0.430 -0.042
H -1.47528 -1.59926 1.81404 -0.361 -0.076 -0.204
H -0.43131 -4.33198 0.13975 0.326 0.337 -0.139
H -1.91820 -1.98498 -1.18064 -0.030 -0.023 -0.349
C -2.57774 4.39007 -1.53623 0.059 -0.001 0.026
C -1.42612 4.55995 -0.89005 -0.040 0.006 -0.023
C -0.38487 3.50557 -0.89253 0.081 0.102 0.043
O 0.66615 3.64056 -0.30054 -0.048 -0.010 0.037
C -0.66803 2.25926 -1.64270 -0.104 -0.157 -0.064
C -1.81790 2.08537 -2.28736 0.043 -0.014 0.060
C -2.86640 3.14016 -2.28562 -0.043 0.058 -0.021
O -3.91254 2.97800 -2.87096 -0.007 -0.040 0.023
H -3.35404 5.14413 -1.54759 -0.018 -0.016 -0.026
H -1.19618 5.46154 -0.33709 0.030 -0.008 0.001
H 0.10948 1.50581 -1.62637 0.038 0.033 -0.063
H -2.04678 1.18303 -2.84127 -0.026 0.043 -0.063
```
Forces are in eV/Å.

* net charge: +1
* 2S+1: 1
* frontier orbital gap: 0.29823 hartree
* E_LUMO: -4.44 eV
* HOMO: -12.559 eV


(2)
C14H15O4PTm | the ωB97M-V functional and the def2-TZVPD basis

The geometry in XYZ format:
```
35
Properties=species:S:1:pos:R:3:forces:R:3
Tm -0.41566 0.97667 -2.22127 -0.034 -1.814 3.511
C -0.52781 1.59217 0.22264 0.373 3.503 4.697
O -0.50465 2.12898 1.25707 -0.209 -2.738 -4.343
C -0.25871 3.30005 -1.89604 -0.277 6.906 2.195
O -0.28448 4.37981 -1.47000 0.224 -5.200 -2.277
C -2.46620 1.74905 -1.20821 -4.905 2.652 1.883
O -3.32614 2.31413 -0.68905 3.481 -2.458 -2.091
C 1.59491 1.58156 -1.04582 5.541 2.231 3.465
O 2.44890 2.02091 -0.39088 -4.166 -2.252 -3.304
C -0.39380 0.09939 -4.42852 0.005 1.609 -2.847
H 0.52209 -0.49969 -4.54139 0.112 0.336 0.522
H -1.31361 -0.49917 -4.51753 -0.103 0.337 0.523
C -0.39626 1.47380 -4.62407 0.011 -2.051 -3.427
H -1.28895 2.00200 -5.00818 -0.209 -0.264 1.059
H 0.48797 2.00156 -5.02782 0.210 -0.279 1.052
C -0.10350 -2.67175 -0.23733 0.480 -0.736 -1.460
P -0.44657 -0.94935 0.15209 0.059 -2.252 2.122
C -2.13528 -1.20144 0.79330 -0.718 0.867 -0.396
C 0.57601 -0.88765 1.68965 -0.052 0.531 -0.398
C 1.97130 -0.87553 1.57838 0.145 0.858 0.040
C 2.74678 -0.58209 2.70326 0.188 -0.134 -0.025
C 2.15653 -0.36047 3.95055 -0.386 -0.429 -0.242
C 0.77290 -0.50987 4.06313 -0.247 -0.305 0.033
C -0.02057 -0.80999 2.95059 -0.221 0.803 0.056
H -0.65607 -2.95354 -1.14414 0.316 -0.246 0.114
H -0.42466 -3.33207 0.58557 0.075 0.553 -0.132
H 0.97867 -2.79342 -0.37354 -0.299 -0.192 -0.171
H -2.21097 -2.11958 1.40493 0.295 0.551 -0.217
H -2.44086 -0.31592 1.35461 -0.168 -0.197 0.253
H -2.85180 -1.29605 -0.03034 0.095 -0.135 0.012
H 2.45096 -0.99536 0.60278 -0.001 -0.044 0.274
H 3.82753 -0.51264 2.61701 -0.143 -0.118 -0.078
H 2.75794 -0.15403 4.84008 -0.178 0.063 -0.428
H 0.28160 -0.40051 5.02625 0.147 -0.066 -0.098
H -1.10756 -0.89995 3.06224 0.558 0.108 0.122
```
Forces are in eV/Å.

* net charge: +3
* 2S+1: 3
* frontier orbital gap (alpha / beta): 0.15470 / 0.15760 hartree
* E_LUMO (alpha / beta): -13.74 / -13.66 eV
* HOMO (alpha / beta): -17.948 / -17.950 eV


(3)
C14H16 | the ωB97M-V functional and the def2-TZVPD basis

The geometry in XYZ format:
```
30
Properties=species:S:1:pos:R:3:forces:R:3
C 2.38610 3.52150 -0.68177 -0.011 -1.195 0.276
C 2.25483 2.08332 -0.18054 -1.665 0.915 -0.896
C 1.01289 1.70600 0.36651 1.536 -1.243 0.195
C 0.92669 0.42428 0.94816 0.017 1.639 -0.609
C 2.02173 -0.43923 0.89962 -0.852 -0.857 0.156
C 3.14420 -0.11353 0.16724 0.390 0.110 -0.014
C 3.23997 1.14533 -0.40340 0.065 0.158 0.253
H 1.38227 3.88514 -0.95271 0.571 0.122 -0.083
H 3.09208 3.52067 -1.52569 -0.300 0.495 0.276
H 2.76499 4.08304 0.17823 0.061 0.348 -0.431
H 0.15947 2.36558 0.24754 0.041 -0.050 0.446
H -0.03699 0.23662 1.38065 0.105 -0.813 0.275
H 1.93783 -1.45490 1.30513 0.017 0.492 0.048
H 3.96388 -0.81984 0.06778 -0.200 0.005 -0.090
H 4.03996 1.43413 -1.06652 0.464 -0.105 0.182
C -1.49587 -3.51990 0.32628 2.147 -0.798 -0.771
C -2.04751 -2.16593 0.16079 -0.630 1.018 -0.496
C -2.34922 -1.74207 -1.13860 0.341 0.486 -0.571
C -2.66422 -0.42277 -1.37912 0.264 0.299 -0.442
C -2.76379 0.54034 -0.38756 -1.138 -1.037 0.040
C -2.42182 0.13540 0.89629 -0.572 0.446 -0.075
C -2.13105 -1.19411 1.16564 0.588 -0.353 -0.028
H -0.51169 -3.50196 -0.23031 -0.665 0.095 0.508
H -2.01178 -4.29036 -0.27543 -0.241 0.157 0.971
H -1.15846 -3.77299 1.34525 -0.854 -0.226 -0.322
H -2.28860 -2.34243 -2.05533 0.183 -0.347 0.766
H -2.71993 -0.04907 -2.39135 -0.588 -0.329 -0.285
H -3.47414 1.32388 -0.66388 1.180 0.844 0.495
H -2.35083 0.87420 1.68394 -0.396 -0.102 0.250
H -1.90100 -1.45036 2.19315 0.142 -0.174 -0.023
```
Forces are in eV/Å.

* net charge: 0
* 2S+1: 1
* frontier orbital gap: 0.35803 hartree
* SMILES: Cc1ccccc1.Cc1ccccc1
* E_LUMO: 0.93 eV
* HOMO: -8.810 eV


(4)
C14H16 | the ωB97M-V functional and the def2-TZVPD basis

The geometry in XYZ format:
```
30
Properties=species:S:1:pos:R:3:forces:R:3
C -3.59402 -1.19485 -3.55647 -0.608 -2.520 3.608
C -2.73133 -0.45917 -2.58816 -1.001 0.260 0.290
C -1.81673 0.44891 -3.00259 2.304 0.023 -2.727
C -0.78008 0.90962 -2.19475 0.345 1.199 0.648
C -0.92976 0.70660 -0.83092 0.504 -0.452 0.225
C -1.94468 -0.22257 -0.36770 2.494 2.320 3.420
C -2.86599 -0.72482 -1.20621 -1.612 -1.632 -1.004
H -3.33303 -2.30121 -3.39432 -0.300 1.396 -0.890
H -3.62699 -0.89124 -4.53277 0.498 0.689 -2.450
H -4.61382 -1.14012 -3.17590 -0.288 -0.007 -0.095
H -1.65628 0.65084 -4.09997 -0.601 -0.358 1.086
H 0.12326 1.45604 -2.64118 -1.656 -0.584 0.808
H -0.20016 1.23593 -0.15491 -1.060 -1.101 -0.495
H -1.85585 -0.39832 0.78993 -0.809 0.117 -2.376
H -3.73767 -1.39305 -0.90336 1.488 0.809 -0.132
C 2.50826 0.34955 4.24726 0.742 -2.594 0.480
C 2.33473 0.23158 2.79186 2.187 2.827 -0.499
C 2.98904 1.16935 1.96815 -2.054 -2.698 -2.223
C 2.82723 1.00727 0.53734 2.199 2.204 3.440
C 2.06251 0.02161 0.05001 -2.000 -1.576 0.395
C 1.31773 -0.82652 0.88306 -0.905 -0.163 0.891
C 1.54287 -0.69359 2.24563 -2.255 -3.123 1.924
H 2.06937 -0.48804 4.83078 -0.026 0.612 -0.434
H 2.21581 1.25618 4.61637 -1.344 2.380 0.990
H 3.54895 0.33791 4.49164 0.958 -0.245 0.106
H 3.47599 1.94132 2.45828 1.226 1.527 0.299
H 3.35595 1.73598 -0.06856 -0.219 -0.226 -0.327
H 1.81910 0.00335 -0.96000 -0.048 -0.151 -1.821
H 0.40402 -1.42583 0.60264 1.645 0.449 -0.318
H 1.09156 -1.30272 3.16484 0.195 0.617 -2.822
```
Forces are in eV/Å.

* net charge: 0
* 2S+1: 1
* frontier orbital gap: 0.35042 hartree
* SMILES: Cc1ccccc1.Cc1ccccc1
* E_LUMO: 0.92 eV
* HOMO: -8.611 eV


Calculated values (g/mol) of M for the records, taken in order: 263.3 447.2 184.3 184.3.